Record 1
This record from the OMol25 dataset describes 7 unconnected molecules or ions with the total composition C28H70ClN8O12P2 at a distorted geometry. The level of theory is the ωB97M-V functional and the def2-TZVPD basis.

Cartesian coordinates (Å):
Cl (1.776, 1.475, 1.223)
O (3.008, 1.770, 0.518)
O (1.063, 2.688, 1.568)
O (0.829, 0.752, 0.431)
O (2.155, 0.767, 2.462)
O (1.721, -2.704, -6.732)
P (2.785, -2.099, -7.576)
N (3.117, -0.503, -7.184)
C (4.318, 0.203, -7.717)
C (2.549, 0.195, -6.049)
N (2.329, -2.074, -9.230)
C (3.355, -1.887, -10.310)
C (1.154, -2.803, -9.630)
N (4.231, -3.083, -7.609)
C (4.284, -4.375, -8.223)
C (5.316, -2.821, -6.733)
H (4.670, -0.069, -8.712)
H (5.218, 0.167, -7.102)
H (4.140, 1.278, -7.762)
H (1.549, -0.226, -5.942)
H (2.418, 1.269, -6.182)
H (3.166, -0.083, -5.195)
H (4.339, -2.217, -9.977)
H (3.067, -2.251, -11.296)
H (3.343, -0.817, -10.521)
H (0.622, -2.312, -10.444)
H (1.386, -3.843, -9.861)
H (0.518, -2.910, -8.752)
H (4.069, -5.154, -7.491)
H (3.506, -4.433, -8.984)
H (5.294, -4.591, -8.570)
H (5.944, -3.682, -6.506)
H (4.904, -2.514, -5.771)
H (5.940, -1.979, -7.031)
O (-4.804, 9.105, 7.062)
P (-5.540, 7.870, 6.663)
N (-5.328, 6.608, 7.772)
C (-5.177, 5.157, 7.524)
C (-4.949, 6.892, 9.196)
N (-5.056, 7.263, 5.130)
C (-3.605, 6.944, 4.883)
C (-5.973, 6.650, 4.216)
N (-7.288, 8.138, 6.548)
C (-7.905, 9.295, 5.916)
C (-8.196, 7.137, 6.902)
H (-5.862, 4.954, 6.701)
H (-5.369, 4.524, 8.390)
H (-4.178, 4.878, 7.188)
H (-4.061, 6.361, 9.538)
H (-5.726, 6.512, 9.861)
H (-4.727, 7.948, 9.348)
H (-3.019, 7.507, 5.608)
H (-3.292, 5.932, 5.139)
H (-3.327, 7.085, 3.839)
H (-5.577, 6.361, 3.242)
H (-6.456, 5.755, 4.608)
H (-6.707, 7.394, 3.908)
H (-8.282, 8.944, 4.955)
H (-8.867, 9.548, 6.360)
H (-7.239, 10.157, 5.886)
H (-9.238, 7.335, 6.650)
H (-8.225, 6.878, 7.961)
H (-8.105, 6.251, 6.274)
O (-2.549, -2.336, 3.757)
C (-3.381, -1.524, 3.462)
O (-4.403, -1.750, 2.657)
C (-5.214, -0.592, 2.440)
C (-4.425, 0.569, 3.038)
C (-3.470, -0.077, 4.039)
H (-6.164, -0.684, 2.965)
H (-5.357, -0.386, 1.379)
H (-5.066, 1.269, 3.573)
H (-3.770, 1.086, 2.337)
H (-3.930, -0.118, 5.027)
H (-2.480, 0.371, 4.121)
O (10.066, -2.405, 1.778)
C (9.773, -1.195, 1.857)
O (8.780, -0.839, 2.634)
C (8.674, 0.617, 2.620)
C (9.494, 1.026, 1.370)
C (10.496, -0.114, 1.250)
H (9.127, 0.935, 3.559)
H (7.639, 0.957, 2.621)
H (9.787, 2.071, 1.470)
H (8.683, 1.096, 0.646)
H (11.425, -0.153, 1.819)
H (10.775, -0.273, 0.208)
C (-3.669, -2.471, -3.163)
C (-3.299, -3.882, -2.721)
C (-3.868, -4.871, -3.758)
O (-5.325, -4.853, -3.549)
C (-6.080, -5.545, -4.531)
N (-1.823, -4.000, -2.717)
H (-4.716, -2.273, -3.394)
H (-3.186, -2.175, -4.095)
H (-3.393, -1.654, -2.497)
H (-3.651, -4.162, -1.729)
H (-3.554, -5.910, -3.661)
H (-3.544, -4.678, -4.781)
H (-5.857, -5.376, -5.585)
H (-7.144, -5.329, -4.431)
H (-5.906, -6.601, -4.326)
H (-1.571, -4.001, -3.695)
H (-1.449, -3.137, -2.348)
C (4.295, -4.063, 0.411)
C (3.585, -4.905, 1.484)
C (4.421, -4.878, 2.705)
O (3.678, -5.628, 3.655)
C (4.400, -6.075, 4.842)
N (2.252, -4.420, 1.705)
H (3.682, -3.766, -0.440)
H (5.139, -4.613, -0.005)
H (4.687, -3.122, 0.797)
H (3.464, -5.925, 1.117)
H (4.667, -3.874, 3.050)
H (5.421, -5.306, 2.648)
H (5.191, -6.751, 4.517)
H (3.685, -6.440, 5.579)
H (4.946, -5.258, 5.316)
H (2.308, -3.412, 1.679)
H (1.699, -4.718, 0.914)

Output
net charge: -1

Record 2
This record from the OMol25 dataset describes C22H31N3O4S2 in the gas phase at a distorted geometry. The level of theory is the ωB97M-V functional and the def2-TZVPD basis.

Cartesian coordinates (Å):
C (-3.071, -3.338, -2.356)
C (-1.791, -2.739, -1.788)
C (-2.003, -1.356, -1.174)
C (-2.376, -0.284, -2.192)
S (-4.176, -0.106, -2.460)
C (-4.582, 0.933, -1.017)
C (-4.347, 2.415, -1.291)
C (-4.151, 3.214, 0.002)
N (-2.877, 2.904, 0.602)
C (-1.861, 3.778, 0.665)
O (-1.952, 4.968, 0.408)
C (-0.554, 3.176, 1.091)
C (0.467, 4.049, 1.310)
N (1.726, 3.704, 1.634)
C (2.715, 4.732, 1.865)
C (2.061, 2.372, 1.725)
C (3.373, 1.956, 2.003)
C (3.681, 0.615, 2.065)
C (2.689, -0.338, 1.876)
S (3.114, -2.078, 1.893)
O (4.460, -2.211, 2.370)
O (2.070, -2.796, 2.568)
N (3.093, -2.368, 0.241)
C (4.189, -3.158, -0.300)
C (3.567, -4.517, -0.614)
C (2.190, -4.111, -1.138)
C (1.834, -2.884, -0.286)
C (1.398, 0.043, 1.621)
C (1.063, 1.396, 1.529)
C (-0.328, 1.753, 1.213)
O (-1.186, 0.882, 1.056)
H (-2.878, -4.329, -2.762)
H (-3.826, -3.425, -1.578)
H (-3.474, -2.714, -3.149)
H (-1.395, -3.402, -1.015)
H (-1.039, -2.670, -2.579)
H (-1.084, -1.043, -0.673)
H (-2.777, -1.420, -0.407)
H (-2.017, 0.695, -1.874)
H (-1.956, -0.508, -3.172)
H (-5.628, 0.737, -0.787)
H (-3.966, 0.570, -0.195)
H (-3.454, 2.540, -1.908)
H (-5.191, 2.821, -1.850)
H (-4.152, 4.286, -0.210)
H (-4.955, 2.987, 0.710)
H (-2.649, 1.928, 0.780)
H (0.252, 5.105, 1.208)
H (2.243, 5.708, 1.772)
H (3.522, 4.663, 1.133)
H (3.133, 4.641, 2.869)
H (4.155, 2.680, 2.161)
H (4.684, 0.277, 2.270)
H (4.994, -3.193, 0.431)
H (4.548, -2.672, -1.214)
H (4.146, -5.087, -1.336)
H (3.467, -5.094, 0.306)
H (2.260, -3.830, -2.189)
H (1.450, -4.902, -1.038)
H (1.193, -3.156, 0.556)
H (1.339, -2.106, -0.873)
H (0.619, -0.692, 1.495)

Output
SMILES: CCCCSCCCNC(=O)c1cn(C)c2ccc(S(=O)(=O)N3CCCC3)cc2c1=O
net charge: 0

Record 3
This record from the OMol25 dataset describes a molecular structure, C22H43Br2O6P2PdSi at a distorted geometry. The level of theory is the ωB97M-V functional and the def2-TZVPD basis.

Cartesian coordinates (Å):
Pd (-0.568, 1.231, 0.205)
C (2.750, -4.204, 2.261)
C (2.053, -2.883, 2.541)
C (1.336, -2.860, 3.880)
O (1.084, -2.657, 1.501)
P (1.191, -1.286, 0.671)
O (1.558, -0.139, 1.503)
C (-0.361, -1.279, -0.253)
P (-1.751, -1.325, 0.914)
O (-1.833, -0.227, 1.885)
O (-3.021, -1.617, -0.045)
C (-4.148, -0.765, -0.380)
C (-3.764, 0.338, -1.351)
C (-4.848, -0.253, 0.872)
O (-1.703, -2.685, 1.751)
C (-1.981, -4.038, 1.386)
C (-1.431, -4.427, 0.020)
C (-3.475, -4.317, 1.497)
O (2.343, -1.757, -0.356)
C (3.027, -0.961, -1.343)
C (2.319, -1.135, -2.681)
C (3.165, 0.498, -0.959)
H (3.519, -4.391, 3.011)
H (3.210, -4.172, 1.273)
H (2.023, -5.020, 2.281)
H (2.786, -2.072, 2.526)
H (0.573, -3.640, 3.916)
H (0.850, -1.894, 4.014)
H (2.053, -3.018, 4.687)
H (-0.395, -2.056, -1.009)
H (-0.427, -0.190, -0.711)
H (-4.819, -1.459, -0.895)
H (-2.918, 0.922, -0.965)
H (-4.605, 1.017, -1.503)
H (-3.468, -0.083, -2.313)
H (-4.196, 0.430, 1.411)
H (-5.105, -1.089, 1.526)
H (-5.761, 0.276, 0.593)
H (-1.456, -4.623, 2.147)
H (-1.941, -3.862, -0.761)
H (-1.600, -5.491, -0.156)
H (-0.360, -4.227, -0.021)
H (-4.011, -3.773, 0.720)
H (-3.840, -3.984, 2.469)
H (-3.673, -5.384, 1.386)
H (4.021, -1.415, -1.406)
H (1.383, -0.572, -2.683)
H (2.097, -2.192, -2.843)
H (2.946, -0.775, -3.497)
H (2.184, 0.970, -0.849)
H (3.720, 1.030, -1.732)
H (3.687, 0.605, -0.009)
Br (-2.858, 3.051, 1.514)
C (-1.208, 3.830, 2.124)
Br (0.068, 2.465, 2.663)
H (-1.418, 4.477, 2.966)
H (-0.791, 4.355, 1.275)
C (-1.246, 4.440, -1.640)
Si (-0.126, 2.868, -1.408)
C (-0.144, 2.246, -3.247)
C (1.607, 3.736, -1.295)
C (2.012, 4.359, -0.112)
C (3.266, 4.935, 0.032)
C (4.174, 4.901, -1.019)
C (3.803, 4.284, -2.204)
C (2.542, 3.715, -2.334)
H (-0.958, 4.998, -2.539)
H (-1.186, 5.132, -0.794)
H (-2.295, 4.145, -1.744)
H (0.033, 3.061, -3.961)
H (-1.118, 1.806, -3.480)
H (0.610, 1.472, -3.424)
H (1.341, 4.381, 0.738)
H (3.538, 5.399, 0.974)
H (5.154, 5.352, -0.911)
H (4.506, 4.237, -3.030)
H (2.277, 3.237, -3.272)

Output
net charge: -1

Number 1: HOMO level -5.73 eV, frontier orbital gap 7.6 eV. Number 2: HOMO level -8.27 eV, frontier orbital gap 8.0 eV. Number 3: HOMO level -2.54 eV, frontier orbital gap 5.2 eV.